# 1
# C3H9NO

A 2-piece molecular cluster, C3H9NO overall at a distorted geometry (wB97M-V/def2-TZVPD, OMol25).

The geometry in XYZ format:
```
14
Properties=species:S:1:pos:R:3:forces:R:3
C 0.53645 -1.97613 0.46953 1.5 0.5 0.0
N -0.11158 -0.96046 0.09197 -0.1 -1.0 -1.3
C 0.69943 0.17723 -0.44578 -0.5 -0.3 0.7
C -0.14552 0.74389 -1.63280 0.3 1.4 2.4
H 1.58027 -1.80872 0.82938 -0.2 -0.6 -0.6
H 0.24068 -3.02084 0.31252 -0.8 0.4 1.0
H 1.67674 -0.21266 -0.72856 0.0 0.2 -0.1
H 0.83210 0.88352 0.37944 -0.1 0.3 -0.4
H 0.18091 0.52769 -2.63865 0.0 -0.3 0.0
H -0.20206 1.84161 -1.44739 0.2 -0.6 -0.7
H -1.12331 0.38535 -1.33048 -0.3 -0.1 -0.9
O -1.15885 1.48048 2.12121 -0.1 -0.8 -0.1
H -0.89617 0.55005 2.01893 0.2 0.3 0.0
H -2.10909 1.38899 2.00067 -0.2 0.4 0.0
```
Positions in Å, forces in eV/Å.

Energy (eV): -6792.7733
Structure (SMILES): C=NCC.O
Max |F| (eV/Å): 2.85
Relative energy (zero: lowest compared OMol25 entry of this formula, charge and spin) (eV): 2.282
LUMO level (Ha): 0.0358
Total charge: 0

# 2
# C5H13N2

An isolated ion of composition C5H13N2 and charge +1 at a distorted geometry (wB97M-V/def2-TZVPD, OMol25).

The geometry in XYZ format:
```
20
Properties=species:S:1:pos:R:3:forces:R:3
C 0.87337 -1.97694 -1.06226 0.0 0.2 -0.4
N -0.07655 -1.19843 -0.92376 -1.1 3.5 1.0
C 0.29238 0.42559 -0.46079 0.7 -5.1 0.9
C 1.32008 0.35723 0.69841 0.9 -0.5 -1.6
C 0.62766 -0.28380 1.86986 1.0 1.0 3.3
N -1.06834 0.83612 -0.00263 0.2 2.8 0.5
C -1.94564 1.03484 -1.19732 2.2 -2.3 -2.1
H 0.75054 -2.91572 -1.49357 -1.0 -1.8 -0.5
H 1.88088 -1.80759 -0.89788 2.2 0.9 0.6
H 0.61495 0.67734 -1.46229 -0.4 1.4 0.2
H 1.78615 1.34681 1.01289 -0.6 -1.2 -0.7
H 2.16470 -0.34614 0.30999 -1.3 1.6 0.7
H 0.09751 0.54521 2.42962 0.0 -1.0 -0.5
H -0.05672 -1.13443 1.68297 0.7 0.4 0.1
H 1.43947 -0.51289 2.67393 -1.5 -0.2 -1.5
H -1.02960 1.66460 0.62092 0.6 0.5 -1.1
H -1.46508 0.27385 0.74349 0.0 -1.6 -0.6
H -2.87092 1.52279 -1.06857 -0.9 0.5 0.7
H -1.28998 1.55702 -1.98835 -1.3 -0.7 1.3
H -2.04486 -0.06545 -1.48465 -0.4 1.7 -0.3
```
Positions in Å, forces in eV/Å.

Energy (eV): -8366.8271
Structure (SMILES): C=N[C@H](CC)[NH2+]C
Max |F| (eV/Å): 5.23
Relative energy (zero: lowest compared OMol25 entry of this formula, charge and spin) (eV): 3.983
LUMO level (Ha): -0.1161
Total charge: +1

# 3
# C3H2N4O

One molecule with the formula C3H2N4O at a distorted geometry (wB97M-V/def2-TZVPD, OMol25).

The geometry in XYZ format:
```
10
Properties=species:S:1:pos:R:3:forces:R:3
C 1.98712 0.10874 0.10725 0.3 -2.1 0.4
N 1.33232 1.20736 -0.05276 -1.2 -1.0 0.5
C 0.01932 0.67864 -0.17142 -2.0 0.7 0.1
N -1.34915 1.01644 0.01050 2.6 -0.7 -0.2
N -2.05120 -0.11924 0.12403 0.5 -0.8 -0.4
N -1.24121 -1.16799 0.00067 -2.3 -0.2 0.4
C -0.04688 -0.69717 -0.18556 3.5 2.8 0.6
O 1.27444 -1.09978 0.01773 -0.5 0.3 -0.3
H 3.01633 -0.16795 0.47561 -1.0 1.1 -1.0
H -1.80455 1.86897 0.30384 0.2 0.0 -0.3
```
Positions in Å, forces in eV/Å.

Energy (eV): -11148.4549
Structure (SMILES): c1nc2[nH]nnc2o1
Max |F| (eV/Å): 4.49
Relative energy (zero: lowest compared OMol25 entry of this formula, charge and spin) (eV): 0.817
LUMO level (Ha): 0.0221
Total charge: 0

# 4
# C10H18OSb

C10H18OSb as an isolated structure at a distorted geometry (wB97M-V/def2-TZVPD, OMol25).

The geometry in XYZ format:
```
30
Properties=species:S:1:pos:R:3:forces:R:3
C 1.42564 -2.33356 0.09229 -1.1 0.6 -0.1
C 0.92485 -0.99315 -0.61325 2.4 -1.0 0.2
C 2.14101 -0.40288 -1.42286 -0.3 -1.1 0.3
Sb 3.16362 1.10158 -0.09652 0.3 0.3 0.1
O -0.21195 -1.37749 -1.41833 -0.4 1.1 0.4
C -1.11559 -0.30657 -1.62077 -1.2 -0.2 -0.2
C -1.91110 0.12307 -0.33882 -0.8 1.1 1.6
C -1.86987 -0.61973 0.92844 -0.7 0.8 -0.1
C -2.57546 -0.20730 2.12853 -0.3 1.8 -2.1
C -3.36769 1.03767 2.09140 1.3 -1.3 -1.5
C -3.43434 1.77123 0.83970 0.7 -1.2 0.0
C -2.71777 1.33676 -0.37090 -0.1 -1.1 2.2
H 2.02755 -2.96439 -0.60958 -0.4 0.6 0.6
H 1.99997 -2.06205 1.02275 -0.5 -0.4 -1.0
H 0.47922 -2.90091 0.34218 1.1 0.4 0.1
H 0.69384 -0.28458 0.22659 -0.5 -0.4 -0.8
H 2.90370 -1.23063 -1.53697 -0.8 0.9 -0.3
H 1.87046 0.01838 -2.42419 0.1 -0.2 0.9
H 2.45307 0.37597 1.35937 -0.4 -0.2 0.1
H 4.55178 0.03988 0.15092 0.2 -0.2 0.0
H 4.02068 1.81781 -1.45247 0.0 0.1 -0.4
H 1.75939 2.13952 -0.33979 -0.4 0.1 -0.1
H 3.84404 2.35229 0.95955 0.1 0.0 0.0
H -0.65705 0.58729 -2.13671 -0.2 -0.7 0.8
H -1.89720 -0.69036 -2.34344 0.8 0.3 0.6
H -1.26731 -1.55764 0.98440 -0.5 1.0 -0.2
H -2.48458 -0.80228 3.06296 -0.1 0.5 -0.9
H -3.88456 1.37490 3.02457 0.5 -0.2 -1.1
H -4.05335 2.70255 0.80110 0.7 -0.9 0.0
H -2.81098 1.95464 -1.29019 0.2 -0.6 0.8
```
Positions in Å, forces in eV/Å.

Energy (eV): -19241.3261
Max |F| (eV/Å): 2.76
LUMO level (Ha): 0.1168
Total charge: -1